Entry from the Open Molecules 2025 dataset: 11 unconnected molecules or ions with the total composition C21H61O13 in a non-equilibrium geometry (ωB97M-V/def2-TZVPD).

The geometry in XYZ format:
```
95
Properties=species:S:1:pos:R:3:forces:R:3:mulliken_charge:R:1
C 0.45756 0.98168 -0.09769 0.6 3.5 1.2 0.05
O 1.50812 1.09466 -0.73046 1.2 -0.7 -0.9 0.30
O -0.31820 -0.04595 -0.31032 -2.6 -1.9 0.6 0.80
O 0.04745 1.92088 0.70637 0.0 -3.1 -1.0 -0.96
H -0.12898 -0.71738 -0.99272 0.9 0.8 0.2 -0.03
C 2.62195 0.75046 3.15434 0.0 -2.1 0.6 -0.55
O 1.25288 0.77319 3.31298 -2.6 1.2 -2.0 -0.48
H 3.00784 -0.27668 3.30746 -0.2 0.1 -0.8 0.22
H 3.05329 1.21744 3.96039 1.2 1.7 2.1 0.42
H 2.97342 1.22151 2.29153 0.6 0.4 -1.7 0.07
H 0.82818 1.34413 2.57145 1.0 -1.4 1.7 0.13
C -0.92561 4.06818 -1.66250 1.9 -4.4 0.1 -0.43
O 0.21941 4.02808 -0.83118 1.2 -3.0 0.6 -0.64
H -1.68735 3.80593 -0.91131 -0.9 -0.3 -1.4 0.12
H -0.68214 3.33556 -2.63381 -1.5 1.7 2.4 -0.01
H -1.00563 5.02928 -1.97339 -0.6 2.9 -1.2 0.39
H 0.25942 3.00098 -0.46050 0.0 4.1 -0.6 0.16
C -4.06066 -0.19562 -0.26027 0.3 -2.9 -0.6 -0.18
O -3.41579 1.01547 0.12487 -3.8 -0.5 0.6 -0.56
H -4.36996 -1.05433 0.46116 1.4 1.8 0.4 0.13
H -3.44447 -0.80097 -0.98066 -0.4 0.8 0.4 -0.16
H -5.07775 -0.15761 -0.70892 0.8 1.5 -0.2 0.37
H -2.49237 1.08388 0.04421 1.9 -0.8 -0.3 0.17
C -2.03339 -1.05251 -3.70943 0.6 3.2 -0.6 -0.36
O -0.82376 -0.96613 -4.40509 1.6 -0.1 0.0 -0.61
H -2.57011 -0.20038 -4.06938 -1.5 0.3 -0.5 0.39
H -1.91893 -0.73137 -2.71812 0.4 -0.3 2.1 -0.27
H -2.61292 -1.90921 -3.77816 -0.5 -1.9 -0.5 0.44
H -0.37298 -0.12769 -4.09531 -0.5 -1.1 -0.4 0.41
C 3.63334 3.88165 -0.47566 -7.2 -7.5 1.8 -0.76
O 3.62132 2.66470 -1.35939 -3.8 0.5 1.1 -0.62
H 3.14840 4.74695 -0.67162 -2.3 2.2 -1.4 0.25
H 4.53885 4.00877 -0.43510 9.7 1.9 1.0 0.57
H 3.25644 3.38023 0.51769 0.7 1.8 -1.3 0.03
H 2.69051 2.20688 -1.05488 3.0 1.2 -1.3 0.40
C -0.84163 -4.34257 -0.73620 -2.1 -2.4 0.5 -1.30
C -2.27343 -3.82930 -0.55640 0.4 3.9 1.4 1.89
C -3.35078 -4.42722 -1.39757 0.3 -1.4 -1.8 -1.62
O -2.79029 -4.04576 0.70766 0.1 1.2 4.2 -0.67
H -0.07016 -3.96416 -0.13155 0.3 0.5 2.0 -0.01
H -0.49828 -3.91219 -1.61374 0.5 -0.2 -2.7 0.50
H -0.87222 -5.49397 -0.64169 0.4 1.7 -0.6 0.28
H -2.21098 -2.57253 -0.70775 -0.3 -3.1 0.0 -0.62
H -3.54080 -5.54492 -1.18918 0.2 1.8 0.3 0.32
H -2.87745 -4.47472 -2.37853 -0.6 0.2 -0.7 0.41
H -4.29161 -3.82846 -1.40998 0.8 -0.6 0.1 0.30
H -2.52131 -3.36691 1.45383 -0.2 -1.5 -2.9 0.20
C 2.69091 0.32516 -4.24213 1.1 1.0 -0.2 -1.15
C 1.75809 1.59567 -4.52021 -2.6 -7.3 -0.2 0.20
C 1.23176 1.66320 -5.89746 -0.1 2.1 -2.0 -1.40
O 0.68781 1.43363 -3.57252 -0.8 0.8 -2.0 -0.45
H 2.21682 -0.62325 -4.17888 -1.2 -0.8 -1.0 0.31
H 3.09094 0.26815 -3.19031 0.2 1.1 -1.0 0.18
H 3.51643 0.26829 -5.00361 -0.6 0.0 0.9 0.39
H 2.31843 2.34047 -4.33293 3.7 5.9 1.8 0.89
H 0.53113 2.59904 -6.12935 1.4 -2.0 0.8 0.26
H 0.69723 0.74754 -6.08784 -0.2 -0.3 -0.6 0.30
H 2.13187 1.80435 -6.58843 -1.3 -0.5 0.7 0.38
H 1.21504 1.31521 -2.81876 0.4 -0.3 2.7 0.07
C -2.09143 2.24655 3.78317 -3.0 -0.4 3.8 -0.27
C -2.04273 3.36862 2.93672 1.7 3.7 -2.3 1.00
C -2.50684 4.71751 3.50565 3.9 -5.0 6.3 -1.98
O -0.67568 3.61292 2.67237 -1.5 4.4 3.4 -0.55
H -3.22177 2.14448 3.76676 1.0 -1.2 1.2 0.28
H -1.62112 2.50592 4.77981 -1.0 0.0 -0.6 0.26
H -1.55043 1.38832 3.54552 0.5 -1.5 -1.3 -0.42
H -2.67111 3.29483 2.05676 0.2 -0.7 -0.8 0.08
H -3.38998 4.73980 4.00611 -3.2 -0.9 1.5 0.53
H -2.61942 5.43795 2.89801 0.2 5.2 -5.0 0.57
H -1.79088 4.95330 4.40812 -0.8 0.0 -1.9 0.25
H -0.27934 3.10120 2.07578 1.8 -3.4 -4.1 0.54
C 3.06380 -3.16753 0.65997 1.1 -2.4 -3.3 -1.05
C 3.21447 -1.71626 0.42065 1.0 -0.3 -4.5 2.10
C 4.63470 -1.16763 0.55899 -0.2 -1.6 2.7 -1.29
O 2.67500 -1.46332 -0.90460 0.4 -0.7 0.1 -0.58
H 3.91434 -3.66812 -0.00474 -1.0 0.8 2.0 0.37
H 2.18348 -3.69512 -0.03757 1.5 1.7 3.0 -0.04
H 3.24807 -3.21004 1.75479 -0.7 -1.5 -0.7 0.35
H 2.60481 -1.20131 1.03265 -2.0 1.9 2.6 -0.80
H 4.60590 -0.06617 0.50383 0.5 -0.6 -0.1 0.25
H 5.42919 -1.71740 0.02168 -0.7 0.7 -0.5 0.36
H 4.84615 -1.56104 1.63564 0.1 1.4 -1.2 0.31
H 2.44473 -0.53475 -0.92830 -0.2 0.7 -0.2 -0.19
C -2.26960 -2.96122 3.86132 8.6 -4.5 -8.1 -2.61
C -1.26147 -2.07406 3.19783 0.7 3.4 2.0 1.49
C 0.11991 -2.67751 3.23912 2.3 -2.5 0.9 -0.80
O -1.64535 -1.69759 1.86520 -0.5 -1.3 0.0 0.01
H -2.47066 -2.98848 4.76416 0.6 -0.9 9.5 0.76
H -2.33573 -3.92447 3.33206 0.1 0.0 0.6 0.45
H -3.05456 -2.54608 3.73953 -10.6 5.3 -3.3 0.93
H -1.37042 -0.98431 3.72260 1.0 -2.6 -0.4 -0.29
H 0.37781 -3.45236 2.45063 -1.3 0.5 0.6 0.19
H 0.51565 -3.24266 4.23089 -1.5 1.5 -1.9 0.28
H 0.90409 -1.99889 3.00961 0.6 1.3 0.1 -0.05
H -1.03847 -1.05448 1.47624 0.1 0.0 0.2 -0.27
```
Forces are in eV/Å.

As for the energy relative to the best compared isomer or geometry (same formula, charge and spin): 1249.9 kJ/mol. Its HOMO-LUMO gap is 9.01 eV. As for the total charge: -1.

=====

Entry from the Open Molecules 2025 dataset: 15 unconnected molecules or ions with the total composition H30O15 in a non-equilibrium geometry (ωB97M-V/def2-TZVPD).

The geometry in XYZ format:
```
45
Properties=species:S:1:pos:R:3:forces:R:3:nbo_charge:R:1
O 0.52331 -1.14825 3.97734 0.3 -0.2 -0.5 -0.94
H 0.26268 -0.33944 4.39257 -0.3 0.7 1.0 0.47
H 0.95835 -0.81135 3.17406 0.1 -0.2 0.2 0.49
O 0.21231 -0.48379 -3.96193 0.8 0.5 -1.7 -0.96
H -0.34363 0.23551 -3.73091 -0.9 1.0 0.1 0.46
H 0.12785 -1.02236 -3.20548 0.2 -1.7 1.5 0.48
O 1.56511 -0.74114 1.59200 0.9 -1.4 1.1 -0.98
H 2.29279 -1.35652 1.86184 -0.9 0.3 -0.1 0.52
H 1.96522 -0.33902 0.84981 0.7 0.9 -1.7 0.49
O -2.63992 -1.67651 -0.98900 0.1 -1.3 -1.0 -0.95
H -3.43687 -1.61339 -0.49761 -1.3 0.1 0.4 0.46
H -2.07666 -1.03994 -0.58034 1.0 0.4 0.3 0.48
O -1.13404 1.80905 -3.08098 -0.2 0.7 0.5 -0.94
H -1.38376 2.55864 -2.52569 -0.1 -0.3 0.2 0.47
H -1.00871 2.24711 -3.91733 0.0 0.1 -0.9 0.48
O 0.00306 -3.15140 0.85447 0.8 -1.5 -0.6 -0.97
H -0.34298 -2.42318 1.34231 -0.4 1.3 0.4 0.48
H -0.71628 -3.78107 0.93857 0.1 -0.4 -0.3 0.47
O -1.34263 1.39660 2.09926 1.0 1.8 1.8 -0.95
H -1.33415 0.49990 1.80898 -0.3 -1.4 -0.3 0.50
H -0.74435 1.41754 2.88172 -0.8 0.0 -0.7 0.46
O -0.60617 -0.08692 -0.19558 -0.4 -0.1 0.5 -0.98
H -0.25460 0.27011 -1.00632 0.5 0.3 -0.8 0.52
H 0.13150 -0.12502 0.41430 -0.1 -0.2 0.0 0.48
O 0.28589 2.96121 0.62324 -0.1 0.5 -0.6 -0.98
H -0.42362 2.63453 1.19759 0.0 -0.8 0.4 0.51
H -0.24101 3.52193 0.04310 0.4 0.3 -0.2 0.46
O 2.74933 1.82279 2.50230 -0.3 -0.4 0.9 -0.93
H 2.14080 1.27404 2.01905 -0.6 -0.4 0.1 0.46
H 3.20686 2.24471 1.80062 0.9 1.0 -0.8 0.47
O 0.55408 -2.29666 -1.91506 0.8 0.7 -0.6 -0.97
H -0.14036 -2.93133 -1.98797 -0.8 -0.6 0.1 0.49
H 0.84680 -2.34865 -1.00872 -0.1 -0.2 0.5 0.49
O -3.08740 1.06603 -0.09176 0.3 -0.2 0.0 -0.94
H -2.23319 0.61362 0.03050 -0.4 -0.1 0.1 0.47
H -2.72729 1.87952 -0.43461 -0.4 0.7 -0.2 0.44
O 3.11668 -0.52806 -2.77772 -0.1 -0.6 -0.2 -0.94
H 3.57434 0.15685 -2.30668 0.3 0.5 0.3 0.45
H 2.18148 -0.34306 -2.62594 0.1 -0.2 -0.2 0.49
O -1.41529 -1.39704 2.21091 -2.0 -0.4 -1.4 -0.98
H -0.79998 -1.37978 2.92254 0.9 -0.3 1.8 0.49
H -2.06742 -2.10342 2.37984 0.4 0.7 0.0 0.49
O 1.32496 1.25686 -1.61688 0.3 -0.1 0.6 -1.00
H 1.23323 1.96614 -0.96744 -0.2 0.2 0.0 0.50
H 1.24369 1.63462 -2.49295 -0.1 0.1 -0.2 0.50
```
Forces are in eV/Å.

As for the energy relative to the best compared isomer or geometry (same formula, charge and spin): 212.8 kJ/mol. Its HOMO-LUMO gap is 10.04 eV.

=====

Entry from the Open Molecules 2025 dataset: a single C5H5FO3 molecule in a non-equilibrium geometry (ωB97M-V/def2-TZVPD).

The geometry in XYZ format:
```
14
Properties=species:S:1:pos:R:3:forces:R:3:mulliken_spin:R:1
C 0.33725 -0.35953 0.30517 -0.3 0.1 0.7 0.72
C 1.18151 0.73520 -0.12662 -1.0 3.1 -3.2 0.92
C 2.47139 -1.01055 -0.07044 -1.6 0.1 0.0 0.03
C -1.89887 0.53535 -0.52236 -0.1 -0.8 0.2 0.07
C -1.09878 -0.27196 0.55930 0.4 -0.4 1.8 0.03
O 3.36000 -1.75340 -0.20144 0.8 0.0 0.0 0.06
O 1.17990 -1.44050 0.30532 0.9 0.2 -0.1 0.06
O 2.46586 0.36846 -0.33759 0.2 -1.0 1.1 0.01
F 0.78900 2.04404 0.01746 1.5 -1.3 0.9 0.04
H -1.33563 1.50187 -0.61270 -0.7 -1.1 -0.8 -0.01
H -2.91745 0.81108 -0.19533 0.5 -0.3 0.3 -0.01
H -2.07962 -0.13337 -1.42491 0.8 1.3 0.7 -0.01
H -1.29958 -1.37364 0.72559 -0.9 1.3 0.0 0.00
H -1.15497 0.34695 1.57856 -0.4 -1.4 -1.7 0.08
```
Forces are in eV/Å.

Its HOMO-LUMO gap (alpha / beta) is 6.32 / 10.74 eV. The spin multiplicity is 3. Its expectation value of S² is 2.006.